Entry 1:
{"formula": "C33H51NO18", "method": "ωB97M-V with the def2-TZVPD basis set", "species": ["O", "C", "O", "C", "C", "C", "H", "H", "H", "H", "H", "H", "O", "C", "O", "C", "C", "C", "H", "H", "H", "H", "H", "H", "O", "C", "O", "C", "C", "C", "H", "H", "H", "H", "H", "H", "O", "C", "O", "C", "C", "C", "H", "H", "H", "H", "H", "H", "O", "C", "O", "C", "C", "C", "H", "H", "H", "H", "H", "H", "O", "C", "O", "C", "C", "C", "H", "H", "H", "H", "H", "H", "O", "C", "O", "C", "C", "C", "H", "H", "H", "H", "H", "H", "O", "C", "O", "C", "C", "C", "H", "H", "H", "H", "H", "H", "C", "N", "O", "O", "H", "H", "H"], "positions_angstrom": [[-11.239197, -5.933151, 18.119389], [-11.427322, -4.848967, 18.634050], [-10.805491, -4.302781, 19.755926], [-11.181778, -2.955819, 20.031063], [-12.150422, -2.584617, 18.858357], [-12.446264, -3.834447, 18.149073], [-10.247686, -2.402115, 20.031420], [-11.734415, -2.977189, 21.000262], [-11.612201, -1.904967, 18.212883], [-12.984215, -2.007540, 19.279329], [-12.259035, -3.723508, 17.037647], [-13.465473, -4.180388, 18.331237], [-11.484009, -2.067499, 15.240222], [-12.129028, -2.248394, 14.247980], [-11.857282, -3.174196, 13.364433], [-12.797638, -3.155834, 12.269958], [-13.288245, -1.660448, 12.265133], [-13.283190, -1.483606, 13.808022], [-13.587383, -3.894186, 12.461821], [-12.256888, -3.395676, 11.358249], [-14.206257, -1.485987, 11.694809], [-12.435379, -1.101686, 11.895229], [-14.130384, -2.030292, 14.246413], [-13.300373, -0.510420, 14.232472], [-18.184046, -7.335247, 12.716146], [-17.992515, -8.503373, 13.018937], [-17.180047, -9.275300, 12.220703], [-16.847331, -10.531644, 12.964323], [-18.022499, -10.744542, 13.863108], [-18.377739, -9.270652, 14.223144], [-15.895466, -10.385308, 13.484955], [-16.606959, -11.228527, 12.128214], [-17.773804, -11.380005, 14.731630], [-18.879098, -11.163984, 13.323800], [-17.716789, -8.901666, 14.995107], [-19.388928, -9.089315, 14.442375], [-11.629972, -6.390620, 12.816916], [-10.873941, -5.966966, 13.652943], [-9.647765, -5.515256, 13.275515], [-8.927844, -5.292794, 14.510455], [-9.983527, -4.990854, 15.589182], [-11.109074, -5.828958, 15.119807], [-8.164664, -4.571630, 14.371469], [-8.322923, -6.190931, 14.690610], [-10.294973, -3.965456, 15.629417], [-9.597516, -5.151077, 16.602641], [-12.081077, -5.375602, 15.383421], [-11.104086, -6.865894, 15.441829], [-15.136997, -7.956514, 13.862932], [-14.701059, -7.900939, 12.739797], [-14.155733, -9.006709, 12.152314], [-13.733704, -8.682495, 10.845130], [-14.130835, -7.248643, 10.504291], [-14.810330, -6.757234, 11.767174], [-14.178712, -9.461450, 10.199302], [-12.669774, -8.857796, 10.843970], [-14.858968, -7.267116, 9.715469], [-13.262472, -6.688653, 10.193739], [-15.893017, -6.638647, 11.670315], [-14.374081, -5.864882, 12.222376], [-14.056778, -4.680025, 15.072523], [-15.157118, -4.998923, 15.514376], [-15.455175, -5.340192, 16.814929], [-16.682827, -6.137771, 16.824747], [-17.535243, -5.637456, 15.647677], [-16.442408, -5.154403, 14.651661], [-17.183640, -6.097636, 17.804495], [-16.524497, -7.232383, 16.726187], [-18.191959, -4.845051, 16.116137], [-18.052204, -6.467032, 15.088028], [-16.612858, -4.235951, 14.012438], [-16.272952, -6.015844, 13.968127], [-18.546975, -1.742426, 14.453833], [-19.473534, -2.472441, 14.257064], [-20.257709, -2.761381, 15.296813], [-21.287535, -3.690462, 14.838651], [-20.765680, -4.282686, 13.602379], [-19.934561, -3.134346, 13.019349], [-22.224503, -3.123500, 14.569583], [-21.444232, -4.418754, 15.643603], [-21.609798, -4.545343, 12.943726], [-20.178838, -5.172041, 13.747242], [-20.324246, -2.378336, 12.361941], [-19.049105, -3.447562, 12.507694], [-16.039322, -10.205424, 16.107862], [-14.906626, -9.989037, 16.136931], [-13.997535, -10.658798, 15.356899], [-12.724253, -9.997148, 15.415539], [-12.728291, -9.382835, 16.807772], [-14.121540, -8.906662, 16.938815], [-12.578655, -9.329142, 14.605461], [-12.073677, -10.859255, 15.356306], [-12.005354, -8.610509, 16.949138], [-12.436598, -10.179472, 17.528000], [-14.201758, -7.947781, 16.355303], [-14.505390, -8.801867, 18.020292], [-15.880427, -0.173967, 17.244097], [-16.080790, -1.340044, 18.215281], [-16.727995, -2.262097, 17.783397], [-15.715069, -1.180088, 19.376101], [-16.712457, 0.459193, 17.463524], [-15.991717, -0.467491, 16.185228], [-14.894560, 0.271001, 17.451744]], "forces_ev_per_a": [[0.379, 1.357, 1.682], [-0.710, 0.086, 0.160], [0.388, -2.145, -1.161], [-1.343, -0.789, -0.378], [0.953, 2.190, 1.524], [0.043, -0.735, -1.797], [-0.233, 0.365, 0.340], [0.752, 0.313, -0.543], [0.074, 0.256, -0.305], [-0.065, -0.416, -0.317], [-0.613, -0.220, 1.172], [0.143, -0.338, -0.228], [0.455, -0.094, 0.768], [0.423, 0.548, 0.454], [0.579, -1.560, -1.042], [-0.282, 0.973, -0.320], [0.678, -1.438, 1.207], [-2.196, 0.051, -0.924], [0.187, 0.288, 0.051], [0.051, -0.235, 0.111], [0.234, 0.044, 0.373], [-0.164, 0.397, -0.465], [-0.156, 0.090, -0.123], [0.114, 0.950, 0.076], [-0.320, -1.292, 0.558], [1.616, 0.986, -1.897], [-0.453, -0.120, 1.221], [0.915, 0.486, -2.038], [-0.635, 0.175, 0.586], [1.003, -1.077, -0.326], [-0.360, 0.243, 0.162], [-0.664, 0.050, 0.839], [-0.179, 0.476, -0.409], [0.221, -0.126, 0.021], [0.057, 0.041, 0.523], [-1.287, 0.165, 0.587], [-0.286, -0.257, 0.001], [-0.540, 0.714, -1.550], [-0.250, -0.159, 1.172], [0.331, -0.405, 0.286], [1.852, -0.111, 0.462], [-1.065, -0.333, 0.206], [0.306, 1.280, -0.382], [-0.520, -0.265, 0.353], [0.053, 0.681, -0.604], [-0.077, -0.597, -0.370], [0.347, -0.588, -0.558], [0.053, -0.179, 0.629], [0.376, 0.081, 0.041], [-0.175, -0.961, 0.243], [-0.611, 1.297, 1.157], [0.328, -1.349, -0.900], [-0.306, -0.410, 0.123], [0.127, -0.027, 0.606], [0.068, 0.560, 0.010], [0.487, 0.222, -0.225], [-0.146, 0.100, -0.587], [0.129, 0.313, 0.082], [0.055, 0.260, -0.182], [-0.070, -0.156, -0.062], [-1.976, -0.221, 1.548], [-0.195, -0.090, -1.209], [0.335, -0.583, -0.929], [-0.463, -0.928, -0.033], [-0.042, 0.542, -0.077], [0.319, 0.146, 0.011], [0.398, 0.797, -0.309], [0.854, 0.600, -0.269], [0.386, -0.687, -1.259], [-0.073, 0.968, 1.110], [0.026, -0.927, 0.983], [0.149, 0.751, 0.370], [0.839, 0.421, -0.678], [0.656, 1.212, 1.231], [-1.430, -1.051, 0.059], [-0.962, 0.925, 1.289], [-0.756, -0.065, -2.496], [0.862, -0.757, 0.238], [0.818, -0.383, 0.811], [-0.224, 0.380, -0.178], [0.366, -0.112, 0.172], [0.476, -0.254, 0.103], [-1.040, 0.135, -0.172], [0.555, -0.523, -0.375], [-4.100, -0.996, 0.144], [4.670, 1.706, 0.059], [-1.134, 0.549, -0.112], [-0.028, -1.787, 1.368], [1.430, -0.971, 0.374], [-1.649, 0.300, 0.732], [-0.098, 0.756, -0.816], [0.792, 0.279, -0.221], [0.536, 0.674, -0.083], [-0.515, 0.411, -0.289], [-0.307, -0.723, 0.721], [0.451, -0.027, -1.854], [0.857, -0.653, -0.088], [-0.284, 1.066, -0.271], [0.214, -0.483, 0.286], [-0.041, -0.290, -1.068], [-0.266, 0.711, 0.319], [0.161, -0.408, 0.761], [-0.637, -0.066, 0.006]], "mulliken_charge": [-0.4666, 0.2371, -0.4398, -0.4757, -0.6167, 1.7718, 0.2896, 0.2427, 0.2741, 0.2578, -1.0536, -0.0778, -0.6596, 0.4144, -0.2418, 0.2001, -0.6756, -0.0855, -0.6033, 0.3983, 0.3792, 0.3313, -0.2558, 0.5445, -0.5712, 0.5038, -0.3612, 0.2232, -0.7397, -0.0304, -0.2539, 0.3554, 0.3164, 0.3490, -0.3078, 0.6916, -0.4536, -0.1353, -0.4719, -0.9410, -0.3320, 2.0228, 0.4659, 0.2942, 0.0744, 0.3850, -1.0178, 0.1722, 0.4839, -0.4273, -0.4385, -0.6366, -0.7815, 1.4209, 0.3412, 0.3645, 0.3495, 0.3018, 0.7672, -1.4410, 0.0560, -0.5086, -0.2342, -0.3073, 0.0790, 1.1939, 0.5315, -0.3246, 0.1073, -0.1564, 0.4080, -1.1843, -0.6329, 0.6812, -0.3829, -0.5244, -0.0254, -0.4418, 0.2936, 0.3548, 0.3557, -0.1614, 0.3142, 0.2180, -0.5245, 0.3811, -0.4109, -0.1655, -0.5789, 0.6959, -0.0364, 0.4353, 0.1397, 0.3711, -0.6347, 0.3896, -0.6995, 0.8855, -0.4780, -0.5476, 0.3249, 0.2182, 0.2941], "gap_ev": 10.17, "smiles": "C[N+](=O)[O-].O=C1CCCO1.O=C1CCCO1.O=C1CCCO1.O=C1CCCO1.O=C1CCCO1.O=C1CCCO1.O=C1CCCO1.O=C1CCCO1", "e_lumo_ev": 0.43, "e_tot_ev": -73391.5012}

---

Entry 2:
{"formula": "C2H5IN2", "method": "ωB97M-V with the def2-TZVPD basis set", "species": ["C", "C", "N", "N", "I", "H", "H", "H", "H", "H"], "positions_angstrom": [[0.488841, 1.333781, 1.330009], [0.632921, -0.156647, 1.423261], [0.237474, 0.266125, 0.338022], [-0.089580, -0.029456, -0.803648], [-1.961167, -2.737775, -3.368428], [-0.368421, 1.951465, 1.888506], [1.373442, 1.984989, 1.192386], [0.738377, -1.138677, 1.883358], [-0.376959, 0.806361, -1.331522], [-0.674928, -2.280166, -2.551944]], "forces_ev_per_a": [[-0.724, 1.266, 1.907], [0.866, -0.994, 2.974], [-0.163, 2.001, 0.265], [-1.447, -0.401, -3.919], [-0.241, -0.103, -0.171], [1.371, -1.695, -1.597], [-0.343, -0.568, -0.175], [0.146, 0.672, 0.055], [0.289, -0.353, 0.432], [0.246, 0.174, 0.231]], "mulliken_charge": [-0.4228, -0.1322, 0.3978, -0.7578, -0.1248, 0.1801, 0.2148, 0.3492, 0.1940, 0.1017], "relative_energy_kcal_mol": 77.5, "gap_ev": 9.18, "e_lumo_ev": 0.93, "e_tot_ev": -13231.0903}

---

Entry 3:
{"formula": "C18H39N2O7", "method": "ωB97M-V with the def2-TZVPD basis set", "species": ["C", "O", "C", "C", "C", "C", "C", "C", "C", "O", "C", "O", "O", "C", "O", "N", "O", "H", "H", "H", "H", "H", "H", "H", "H", "H", "H", "H", "H", "H", "H", "H", "H", "H", "H", "H", "C", "C", "N", "C", "C", "C", "C", "C", "O", "C", "H", "H", "H", "H", "H", "H", "H", "H", "H", "H", "H", "H", "H", "H", "H", "H", "H", "H", "H", "H"], "positions_angstrom": [[-0.050381, -1.053683, 5.036811], [-0.590657, -1.066583, 3.722284], [0.136709, -1.831841, 2.769131], [1.225759, -1.045062, 1.996374], [1.549316, 0.356407, 2.529124], [0.518335, 1.404605, 2.059230], [0.115435, 2.467281, 3.097637], [-1.372244, 2.860239, 3.057576], [-2.318323, 1.664496, 3.025664], [-2.862082, 1.491943, 1.682231], [-2.997142, 0.226752, 1.254721], [-2.225400, -0.294687, 0.520803], [-4.145317, -0.389216, 1.618961], [-4.263619, -0.766999, 2.985953], [-5.145552, -1.868758, 2.958312], [-4.860410, -2.845466, 4.006212], [-4.714850, -2.357006, 5.045428], [-0.685083, -1.641097, 5.706435], [0.967911, -1.452447, 5.054402], [-0.006408, -0.021333, 5.395281], [0.560753, -2.713957, 3.261515], [-0.612146, -2.195782, 2.059776], [0.879678, -0.938596, 0.964772], [2.134526, -1.654962, 1.987492], [1.664182, 0.366081, 3.615671], [2.529463, 0.641628, 2.132344], [-0.357703, 0.881116, 1.679594], [0.945251, 1.920370, 1.190501], [0.704603, 3.373265, 2.926566], [0.363629, 2.138420, 4.112759], [-1.586765, 3.523250, 2.215541], [-1.609683, 3.435049, 3.957999], [-1.768937, 0.757871, 3.293570], [-3.146596, 1.775190, 3.729022], [-4.677309, 0.058101, 3.570646], [-3.285852, -1.072572, 3.380606], [-0.099395, -0.917412, -1.761449], [0.803375, -1.297953, -2.913297], [0.538576, -0.539843, -4.200593], [-0.883358, -0.792481, -4.611046], [1.387813, -1.118621, -5.315574], [2.897517, -0.998279, -5.192720], [0.670586, 0.965208, -4.073690], [1.939675, 1.564163, -3.496921], [2.106463, 1.168191, -2.159493], [3.428912, 1.351708, -1.668134], [-1.135845, -1.205769, -1.922587], [0.233193, -1.452149, -0.875441], [-0.061736, 0.142767, -1.527355], [0.675033, -2.350701, -3.171535], [1.844403, -1.140136, -2.655787], [-1.047244, -1.866279, -4.655139], [-1.046762, -0.347939, -5.589751], [-1.554614, -0.340735, -3.888806], [1.044591, -0.640079, -6.232352], [1.102117, -2.168836, -5.358757], [3.263220, -0.037366, -5.544874], [3.341612, -1.756286, -5.837089], [3.266124, -1.174646, -4.184423], [-0.169727, 1.284311, -3.460022], [0.522097, 1.353319, -5.082295], [1.789656, 2.650778, -3.549280], [2.823303, 1.336756, -4.094586], [3.913574, 2.211653, -2.135421], [4.033878, 0.457401, -1.845463], [3.359856, 1.527231, -0.597057]], "forces_ev_per_a": [[0.070, 0.057, -0.037], [0.073, 0.060, -0.044], [-0.222, -0.028, -0.093], [0.018, -0.131, 0.304], [0.072, 0.155, -0.274], [0.163, 0.099, 0.022], [-0.063, 0.117, -0.166], [-0.057, 0.024, 0.212], [0.126, -0.110, 0.129], [0.107, 0.171, 0.229], [-0.457, 0.312, 0.431], [0.636, -0.406, -0.776], [-0.034, -0.239, 0.228], [-0.274, 0.285, 0.080], [0.580, -0.366, 0.018], [-0.754, 0.193, -0.096], [0.476, 0.009, -0.061], [0.083, 0.005, -0.021], [-0.089, -0.033, 0.028], [-0.076, -0.064, 0.005], [0.039, 0.102, -0.001], [0.046, 0.014, 0.070], [0.209, 0.040, 0.053], [-0.051, 0.055, -0.096], [-0.129, -0.077, -0.057], [0.003, -0.066, 0.124], [-0.043, 0.016, 0.082], [-0.161, -0.057, -0.022], [0.005, -0.051, 0.163], [-0.049, -0.137, -0.112], [-0.038, -0.164, -0.039], [0.105, 0.053, -0.088], [-0.060, 0.038, 0.009], [-0.039, 0.153, -0.167], [-0.010, -0.032, -0.072], [-0.096, 0.022, 0.029], [-0.218, 0.039, -0.096], [0.090, -0.090, 0.113], [-0.082, 0.009, -0.085], [0.040, 0.042, 0.010], [0.085, -0.011, 0.036], [0.003, 0.042, -0.048], [-0.010, -0.014, 0.037], [0.062, -0.035, 0.025], [-0.032, -0.027, -0.007], [-0.007, 0.058, 0.042], [-0.019, -0.026, 0.021], [0.040, -0.039, -0.028], [0.061, 0.002, 0.059], [-0.021, 0.024, -0.058], [-0.020, 0.094, -0.007], [-0.009, 0.005, -0.005], [-0.003, -0.009, 0.002], [0.003, -0.032, 0.014], [-0.019, -0.020, 0.002], [-0.035, 0.012, -0.009], [0.000, 0.011, 0.044], [-0.019, -0.018, 0.012], [0.003, -0.023, -0.003], [0.004, 0.000, -0.001], [-0.017, 0.036, 0.022], [0.031, 0.004, -0.074], [-0.016, -0.069, 0.008], [-0.015, 0.024, 0.031], [0.021, 0.025, -0.052], [-0.006, -0.032, 0.001]], "mulliken_charge": [-0.9600, -0.2597, -0.7146, 0.8702, -1.2650, 0.8116, -1.0874, -1.1335, 0.3325, -0.3416, 0.4799, -0.3629, -0.3533, 0.3768, -0.2222, 0.2694, -0.2312, 0.2348, 0.4412, 0.2930, 0.4280, 0.3445, -1.1172, 0.5350, 0.4437, 0.4831, -0.5853, 0.4362, 0.4457, 0.3551, 0.3659, 0.3818, -0.0931, 0.3873, 0.1982, -0.1449, -1.0799, -0.7285, 0.0154, -1.0649, -0.3100, -1.2399, -0.7101, -0.5978, -0.0488, -0.8301, 0.4675, 0.2856, 0.3039, 0.6071, 0.2013, 0.3910, 0.4255, 0.4731, 0.3751, 0.4932, 0.3533, 0.4337, 0.2662, 0.4492, 0.4254, 0.3917, 0.3854, 0.3901, 0.3069, 0.1274], "relative_energy_kcal_mol": 63.3, "gap_ev": 9.67, "charge": 1, "e_lumo_ev": -2.21, "e_tot_ev": -36600.1083}